Entry 1:
116
Properties=species:S:1:pos:R:3:lowdin_charge:R:1 method="wB97M-V/def2-TZVPD" lumo_ev=-0.1 charge=0 gap_ev=7.532 homo_energy_ev=-7.7
Ta 0.54 1.49 -1.40 1.37
C -0.89 -4.44 -0.31 -0.07
C 0.26 -3.43 -0.39 -0.68
C 1.60 -4.18 -0.41 -0.10
C 0.23 -2.59 0.88 -0.13
P 0.28 -2.18 -1.80 1.16
C -1.46 -1.52 -1.86 -0.29
N -1.84 -0.66 -0.76 -0.05
B -1.07 0.37 -0.08 -0.49
N -1.84 0.66 1.14 0.00
C -1.45 1.22 2.44 -0.28
P -0.19 0.24 3.45 1.16
C -1.17 -0.93 4.59 -0.70
C -2.17 -1.72 3.76 -0.09
C -0.14 -1.94 5.13 -0.12
C -1.96 -0.33 5.75 -0.09
C 0.45 1.65 4.55 -0.70
C 1.28 1.07 5.70 -0.11
C -0.59 2.63 5.08 -0.08
C 1.42 2.43 3.66 -0.12
C -3.09 0.04 1.00 -0.19
C -4.25 0.20 1.75 -0.04
C -5.38 -0.53 1.38 -0.10
C -5.35 -1.39 0.29 -0.10
C -4.20 -1.52 -0.48 -0.02
C -3.08 -0.79 -0.13 -0.17
C 0.35 -3.07 -3.46 -0.66
C 1.84 -3.19 -3.82 -0.10
C -0.31 -2.19 -4.53 -0.09
C -0.29 -4.45 -3.53 -0.08
H -0.94 -4.82 0.72 0.09
H -1.86 -3.98 -0.52 0.07
H -0.76 -5.30 -0.96 0.07
H 1.65 -4.85 0.46 0.09
H 1.73 -4.79 -1.30 0.06
H 2.44 -3.49 -0.34 0.08
H 0.47 -3.23 1.74 0.09
H 0.95 -1.76 0.87 0.05
H -0.76 -2.17 1.03 0.05
H -1.55 -0.99 -2.81 0.06
H -2.16 -2.36 -1.90 0.08
H -1.01 2.19 2.28 0.06
H -2.35 1.38 3.03 0.08
H -1.78 -2.02 2.79 0.05
H -2.45 -2.63 4.30 0.09
H -3.08 -1.15 3.59 0.06
H 0.40 -2.43 4.31 0.07
H 0.59 -1.48 5.79 0.06
H -0.66 -2.72 5.70 0.08
H -2.48 -1.15 6.27 0.09
H -1.34 0.17 6.49 0.06
H -2.72 0.36 5.41 0.08
H 0.68 0.62 6.48 0.06
H 1.99 0.33 5.34 0.08
H 1.86 1.88 6.16 0.09
H -1.31 2.18 5.75 0.06
H -0.08 3.42 5.64 0.09
H -1.14 3.12 4.28 0.08
H 2.24 1.81 3.32 0.07
H 1.84 3.27 4.23 0.10
H 0.92 2.85 2.79 0.05
H -4.30 0.87 2.59 0.11
H -6.29 -0.41 1.95 0.10
H -6.24 -1.94 0.02 0.10
H -4.22 -2.16 -1.35 0.10
H 2.43 -3.66 -3.04 0.07
H 1.95 -3.79 -4.73 0.09
H 2.28 -2.20 -4.02 0.04
H 0.00 -1.14 -4.46 0.04
H -0.01 -2.56 -5.52 0.10
H -1.40 -2.23 -4.49 0.09
H 0.27 -5.20 -2.96 0.07
H -1.32 -4.46 -3.19 0.08
H -0.29 -4.78 -4.58 0.09
C 3.71 1.82 -2.16 -0.03
N 2.78 0.74 -1.80 -0.30
C 3.13 0.14 -0.50 -0.16
C 2.76 1.11 0.65 -0.20
N 1.81 2.09 0.14 -0.18
C 1.97 3.43 0.53 -0.23
C 3.19 4.09 0.73 -0.14
F 4.37 3.46 0.52 0.07
C 3.28 5.42 1.12 -0.14
F 4.49 5.97 1.27 0.12
C 2.15 6.17 1.31 -0.14
F 2.23 7.46 1.67 0.13
C 0.91 5.57 1.13 -0.14
F -0.21 6.25 1.34 0.13
C 0.84 4.24 0.76 -0.25
F -0.39 3.70 0.70 0.02
C 2.71 -0.29 -2.85 -0.24
C 1.91 0.27 -3.98 -0.24
N 0.62 0.68 -3.44 -0.16
C -0.29 1.12 -4.39 -0.24
C -1.57 1.48 -3.96 -0.20
F -1.83 1.35 -2.64 -0.02
C -2.59 1.91 -4.78 -0.14
F -3.78 2.22 -4.26 0.13
C -2.37 2.02 -6.14 -0.14
F -3.33 2.44 -6.97 0.12
C -1.12 1.68 -6.62 -0.14
F -0.87 1.78 -7.93 0.12
C -0.11 1.25 -5.78 -0.13
F 1.06 0.96 -6.38 0.08
H 4.72 1.40 -2.29 0.11
H 3.74 2.56 -1.38 0.07
H 3.39 2.30 -3.08 0.09
H 4.20 -0.10 -0.45 0.14
H 2.57 -0.79 -0.42 0.08
H 3.64 1.58 1.07 0.11
H 2.30 0.52 1.45 0.08
H 2.18 -1.15 -2.42 0.00
H 3.71 -0.61 -3.17 0.14
H 1.82 -0.49 -4.76 0.10
H 2.42 1.12 -4.44 0.12
S 0.14 3.54 -2.18 0.26



Entry 2:
103
Properties=species:S:1:pos:R:3:lowdin_charge:R:1 method="wB97M-V/def2-TZVPD" lumo_ev="1.9 / 1.9" charge=-1 gap_ev="4.616 / 4.825" homo_energy_ev="-2.7 / -2.9"
Sr -0.53 1.11 0.94 1.40
C -3.58 -1.38 4.95 -0.06
O -2.21 -1.57 5.27 -0.08
C -1.50 -2.38 4.45 -0.24
C -2.05 -3.43 3.74 -0.02
C -1.25 -4.29 2.99 -0.11
C 0.12 -4.08 2.96 -0.10
C 0.66 -3.00 3.65 -0.04
C -0.12 -2.12 4.38 -0.19
N 0.51 -1.08 5.08 0.07
C 0.02 0.12 5.59 -0.05
C -1.11 0.89 5.17 -0.19
C -1.62 1.84 6.09 -0.07
C -2.75 2.59 5.84 -0.14
C -3.43 2.41 4.64 -0.13
C -2.92 1.53 3.68 -0.06
C -1.73 0.80 3.88 -0.43
O -1.19 0.13 2.90 -0.28
H -3.90 -0.48 5.49 0.09
H -4.19 -2.23 5.27 0.09
H -3.72 -1.21 3.88 0.10
H -3.12 -3.59 3.79 0.11
H -1.70 -5.11 2.44 0.10
H 0.77 -4.73 2.38 0.09
H 1.73 -2.82 3.62 0.09
H 1.50 -1.19 5.14 0.12
H 0.55 0.46 6.48 0.10
H -1.11 1.94 7.05 0.10
H -3.11 3.31 6.58 0.08
H -4.35 2.95 4.44 0.09
H -3.42 1.41 2.73 0.11
O 1.02 -0.52 0.82 -0.68
S 2.15 -0.09 1.74 0.95
C 3.43 -1.41 1.57 -0.30
C 4.66 -0.89 0.84 -0.24
C 4.12 0.16 -0.12 -0.22
C 3.23 1.03 0.76 -0.31
H 2.88 -2.15 0.99 0.10
H 3.66 -1.82 2.55 0.07
H 5.18 -1.71 0.34 0.11
H 5.35 -0.43 1.54 0.11
H 3.52 -0.30 -0.91 0.12
H 4.91 0.75 -0.60 0.12
H 2.54 1.68 0.22 0.07
H 3.81 1.61 1.48 0.10
C -2.54 -1.89 -2.30 -0.10
C -2.90 -1.34 -0.91 -0.76
C -4.43 -1.32 -0.78 -0.10
C -2.33 -2.27 0.17 -0.10
C -2.34 0.07 -0.71 -0.13
H -2.91 -2.92 -2.44 0.07
H -1.45 -1.91 -2.44 0.07
H -2.96 -1.25 -3.08 0.07
H -4.87 -2.33 -0.89 0.07
H -4.87 -0.67 -1.55 0.07
H -4.73 -0.92 0.19 0.07
H -2.75 -3.29 0.12 0.07
H -2.51 -1.87 1.17 0.06
H -1.24 -2.36 0.08 0.07
H -2.61 0.66 -1.63 -0.03
C 0.00 5.84 -4.15 -0.07
C 0.21 4.46 -3.58 -0.30
C 0.30 3.35 -4.41 -0.06
C 0.47 2.08 -3.85 -0.29
C 0.50 0.86 -4.74 -0.06
C 0.56 1.94 -2.48 -0.01
C 0.46 3.04 -1.58 -0.30
C 0.30 4.30 -2.19 -0.02
N 0.49 2.73 -0.25 -0.19
C 0.46 3.71 0.86 -0.46
C 0.57 2.94 2.25 -0.18
C 0.66 3.92 3.45 -0.26
C 1.85 4.87 3.28 -0.12
C 1.69 5.67 1.98 -0.28
C 0.38 6.47 2.01 -0.12
C -0.80 5.52 2.17 -0.27
C -0.65 4.74 3.49 -0.10
C -0.86 4.54 0.97 -0.07
C 1.65 4.69 0.79 -0.08
H -0.01 5.81 -5.25 0.06
H 0.79 6.53 -3.84 0.07
H -0.95 6.26 -3.82 0.07
H 0.22 3.47 -5.49 0.10
H 0.67 1.13 -5.78 0.06
H -0.45 0.31 -4.68 0.08
H 1.29 0.16 -4.43 0.07
H 0.67 0.95 -2.05 0.10
H 0.21 5.20 -1.59 0.08
H 1.47 2.31 2.26 0.07
H -0.30 2.30 2.47 0.02
H 0.76 3.33 4.36 0.13
H 2.79 4.30 3.25 0.11
H 1.91 5.55 4.14 0.12
H 2.54 6.35 1.86 0.13
H 0.28 7.05 1.09 0.12
H 0.40 7.18 2.84 0.11
H -1.73 6.09 2.20 0.13
H -1.49 4.06 3.63 0.10
H -0.63 5.42 4.34 0.12
H -1.02 5.09 0.04 0.11
H -1.72 3.87 1.08 0.12
H 2.58 4.11 0.75 0.12
H 1.60 5.24 -0.15 0.10



Entry 3:
122
Properties=species:S:1:pos:R:3:lowdin_charge:R:1 method="wB97M-V/def2-TZVPD" lumo_ev=3.7 charge=-2 gap_ev=5.677 homo_energy_ev=-2.0
La 0.03 0.08 -0.20 2.15
C 2.39 2.84 4.08 -0.02
C 1.66 1.76 3.35 -0.26
N 2.19 0.68 2.90 0.10
O 3.53 0.53 3.11 0.05
B 4.26 -0.39 2.19 -1.10
F 5.18 0.37 1.48 0.13
F 4.92 -1.32 2.99 0.11
O 3.44 -1.05 1.11 0.00
N 2.11 -1.35 1.26 0.00
C 1.83 -2.36 2.00 -0.26
C 2.82 -3.28 2.62 -0.02
C 0.38 -2.46 2.37 -0.23
N -0.38 -1.52 1.95 -0.01
O -1.65 -1.54 2.49 -0.10
B -2.09 -0.22 3.03 -1.16
F -3.47 -0.24 3.06 0.15
F -1.56 -0.11 4.33 0.12
O -1.68 0.94 2.19 -0.02
N -0.29 1.14 2.21 -0.03
C 0.18 1.80 3.18 -0.25
C -0.63 2.58 4.18 -0.01
C -0.10 -3.47 3.37 0.00
H 3.46 2.67 4.01 0.07
H 2.15 3.82 3.66 0.08
H 2.11 2.86 5.14 0.08
H 3.79 -3.14 2.15 0.08
H 2.93 -3.09 3.69 0.10
H 2.49 -4.31 2.49 0.08
H -1.67 2.60 3.88 0.09
H -0.56 2.12 5.16 0.09
H -0.23 3.59 4.24 0.08
H 0.67 -4.19 3.63 0.06
H -0.45 -2.95 4.27 0.10
H -0.97 -3.99 2.97 0.08
O -2.33 3.18 -3.44 0.02
C -3.35 3.42 -2.59 -0.27
C -4.15 4.52 -2.88 -0.03
C -5.26 4.82 -2.11 -0.12
C -5.59 4.02 -1.03 -0.12
C -4.78 2.94 -0.73 -0.04
C -3.65 2.63 -1.47 -0.06
C -2.78 1.52 -0.95 -0.47
O -1.52 1.74 -0.79 -0.24
N -3.46 0.45 -0.69 -0.01
N -2.81 -0.65 -0.12 -0.07
C -3.72 -1.42 0.30 -0.89
S -5.43 -1.03 0.00 0.93
C -6.05 -2.58 0.70 -0.56
C -5.02 -3.65 0.42 -0.54
S -3.46 -3.00 1.05 0.96
H -2.10 2.21 -3.48 0.03
H -3.89 5.11 -3.75 0.11
H -5.87 5.68 -2.37 0.09
H -6.46 4.24 -0.42 0.09
H -5.01 2.31 0.12 0.11
H -7.01 -2.79 0.23 0.06
H -6.20 -2.47 1.78 0.07
H -4.95 -3.86 -0.65 0.07
H -5.22 -4.58 0.96 0.07
N -1.51 0.57 -3.75 0.15
C -1.17 -0.29 -3.04 -0.45
O 2.22 1.47 0.10 -0.19
H 2.91 1.01 0.61 0.02
H 2.37 1.19 -0.86 -0.01
C 3.08 -3.95 -1.27 -0.05
C 3.20 -2.78 -2.22 -0.29
C 4.03 -2.88 -3.34 -0.06
C 4.16 -1.78 -4.17 -0.30
C 5.06 -1.84 -5.38 -0.07
C 3.48 -0.59 -3.90 -0.01
C 2.62 -0.44 -2.79 -0.27
C 2.51 -1.62 -1.99 -0.05
N 1.91 0.65 -2.39 -0.03
C 2.05 1.90 -3.15 -0.45
C 1.07 2.92 -2.55 -0.10
C 1.15 4.28 -3.25 -0.28
C 2.57 4.84 -3.10 -0.13
C 3.57 3.86 -3.71 -0.29
C 3.25 3.66 -5.20 -0.13
C 1.82 3.13 -5.36 -0.29
C 0.84 4.13 -4.74 -0.12
C 1.68 1.78 -4.65 -0.08
C 3.46 2.51 -2.99 -0.08
H 2.55 -4.79 -1.73 0.08
H 2.54 -3.67 -0.36 0.05
H 4.07 -4.30 -0.97 0.08
H 4.58 -3.79 -3.54 0.10
H 5.43 -2.85 -5.54 0.06
H 5.93 -1.19 -5.25 0.07
H 4.54 -1.51 -6.28 0.07
H 3.65 0.23 -4.58 0.08
H 1.84 -1.59 -1.14 0.03
H 1.28 3.05 -1.48 0.11
H 0.06 2.52 -2.64 0.08
H 0.43 4.95 -2.79 0.14
H 2.80 4.99 -2.04 0.12
H 2.64 5.82 -3.59 0.11
H 4.59 4.25 -3.60 0.13
H 3.96 2.96 -5.64 0.11
H 3.36 4.61 -5.73 0.11
H 1.60 3.00 -6.42 0.13
H -0.18 3.77 -4.87 0.11
H 0.92 5.10 -5.24 0.11
H 2.30 1.04 -5.16 0.09
H 0.65 1.42 -4.71 0.10
H 3.65 2.65 -1.92 0.12
H 4.23 1.83 -3.36 0.11
C -0.64 -3.49 -1.46 -0.05
C -1.09 -2.59 -2.61 -0.62
C -2.59 -2.77 -2.87 -0.04
C -0.31 -2.94 -3.88 -0.03
N -0.78 -1.20 -2.20 -0.12
H -0.92 -4.53 -1.64 0.09
H -1.11 -3.18 -0.53 0.03
H 0.44 -3.43 -1.35 0.05
H -2.81 -3.81 -3.13 0.08
H -2.90 -2.13 -3.70 0.08
H -3.17 -2.49 -1.99 0.05
H -0.45 -3.99 -4.14 0.08
H 0.76 -2.76 -3.73 0.07
H -0.64 -2.33 -4.71 0.08



Entry 4:
110
Properties=species:S:1:pos:R:3:lowdin_charge:R:1 method="wB97M-V/def2-TZVPD" lumo_ev=-6.5 charge=+2 gap_ev=5.586 homo_energy_ev=-12.1
Hf -0.83 -17.68 13.68 1.36
C 0.91 -20.47 14.19 -0.14
C 1.90 -19.74 13.23 -0.18
N 1.16 -18.69 12.51 -0.18
C 2.00 -17.62 12.07 -0.32
C 2.64 -16.68 13.09 -0.39
S 1.61 -16.50 14.52 0.86
C 2.05 -17.83 15.79 -0.36
C 0.91 -18.78 16.05 -0.32
N 0.15 -19.46 14.96 -0.17
H 0.15 -20.92 13.55 0.09
H 1.36 -21.27 14.77 0.13
H 2.66 -19.26 13.86 0.10
H 2.30 -20.50 12.56 0.06
H 0.89 -19.14 11.61 0.04
H 2.77 -18.04 11.39 0.14
H 1.39 -17.07 11.32 0.03
H 3.59 -16.97 13.41 0.07
H 2.64 -15.65 12.74 0.06
H 2.96 -18.37 15.53 0.09
H 2.20 -17.36 16.77 0.10
H 1.37 -19.58 16.66 0.14
H 0.18 -18.32 16.73 0.06
H -0.59 -19.95 15.46 0.14
C -5.36 -17.73 13.54 0.02
C -3.92 -17.79 13.23 -0.26
N -3.04 -17.10 13.84 -0.11
N -3.51 -16.16 14.67 0.01
C -2.72 -15.82 15.60 -0.85
N -3.06 -14.75 16.36 0.10
S -1.10 -16.31 15.82 0.68
C -3.38 -18.87 12.37 -0.24
C -4.17 -19.53 11.46 0.03
C -3.65 -20.67 10.79 0.01
C -2.35 -21.08 10.99 -0.01
C -1.58 -20.26 11.82 -0.09
N -2.07 -19.18 12.48 -0.01
H -5.65 -18.58 14.10 0.11
H -5.56 -16.81 14.11 0.09
H -5.94 -17.66 12.65 0.08
H -4.01 -14.36 16.35 0.13
H -2.47 -14.52 17.14 0.08
H -5.21 -19.20 11.22 0.14
H -4.21 -21.31 10.09 0.14
H -1.84 -21.87 10.43 0.13
H -0.54 -20.34 11.88 0.04
C -1.23 -20.04 7.77 -0.13
C -0.40 -19.43 6.65 -0.24
C 0.20 -18.06 6.97 -0.16
C 1.16 -18.01 8.20 -0.16
N 2.36 -18.79 8.07 0.00
C 2.68 -20.02 8.64 -0.63
Se 1.79 -21.07 9.88 0.73
N 3.90 -20.39 8.20 -0.02
C 4.80 -21.35 8.85 -0.17
C 4.60 -22.78 8.42 -0.20
C 5.08 -23.12 6.96 -0.21
C 6.66 -23.19 6.86 -0.09
C 4.44 -19.39 7.37 -0.15
C 5.67 -19.30 6.73 0.02
C 5.91 -18.17 5.95 -0.06
C 4.93 -17.21 5.83 -0.07
C 3.68 -17.33 6.46 0.00
C 3.46 -18.44 7.26 -0.16
H -1.74 -20.95 7.42 0.08
H -2.06 -19.41 8.09 0.07
H -0.64 -20.44 8.60 -0.01
H -1.02 -19.29 5.73 0.13
H 0.37 -20.13 6.39 0.10
H -0.59 -17.40 7.27 0.10
H 0.69 -17.64 6.12 0.10
H 0.60 -18.36 9.08 0.09
H 1.49 -16.95 8.38 0.13
H 4.71 -21.18 9.94 0.12
H 5.77 -21.08 8.48 0.09
H 3.62 -23.10 8.64 0.06
H 5.27 -23.36 9.07 0.12
H 4.69 -22.35 6.27 0.10
H 4.56 -24.06 6.72 0.11
H 7.19 -22.22 7.09 0.07
H 6.86 -23.39 5.81 0.07
H 7.12 -23.96 7.47 0.07
H 6.43 -20.04 6.89 0.09
H 6.88 -18.10 5.50 0.12
H 5.05 -16.38 5.10 0.12
H 2.86 -16.59 6.35 0.12
C -5.02 -14.34 9.92 -0.06
C -4.10 -13.44 10.48 -0.07
C -2.87 -13.85 10.95 -0.08
C -2.55 -15.23 11.00 -0.34
C -3.47 -16.10 10.43 -0.14
C -4.69 -15.69 9.87 -0.07
Si -0.85 -15.73 11.64 0.66
C 0.11 -14.24 12.29 -0.38
C 1.27 -13.88 11.64 -0.14
C 2.18 -12.94 12.20 -0.04
C 1.82 -12.34 13.42 -0.08
C 0.63 -12.64 13.98 -0.12
C -0.21 -13.58 13.49 -0.14
H -5.92 -13.93 9.46 0.12
H -4.34 -12.40 10.50 0.10
H -2.16 -13.16 11.42 0.10
H -3.18 -17.15 10.42 0.08
H -5.34 -16.39 9.42 0.09
H 0.01 -16.26 10.52 -0.03
H 1.60 -14.30 10.68 0.11
H 3.13 -12.68 11.79 0.09
H 2.43 -11.57 13.88 0.11
H 0.39 -12.13 14.98 0.14
H -1.07 -13.76 14.11 0.08



Ordered energy above the lowest of the compared OMol25 structures with the same formula, charge and spin results: 0.00, 209.97, 0.00, 75.97; unit kJ/mol.